# 1
{"formula": "C32H32F3N3O4S", "method": "ωB97M-V/def2-TZVPD", "symbols": ["F", "C", "F", "F", "S", "C", "C", "C", "C", "C", "C", "N", "C", "C", "O", "O", "H", "H", "H", "H", "H", "C", "O", "C", "C", "C", "C", "C", "C", "C", "N", "C", "C", "C", "C", "C", "C", "C", "C", "C", "O", "N", "C", "C", "C", "C", "C", "C", "H", "H", "H", "H", "H", "H", "H", "H", "H", "H", "H", "H", "H", "H", "H", "H", "H", "H", "H", "H", "H", "H", "H", "H", "H", "H", "H"], "xyz": [[-0.6997, 5.8093, -0.6026], [0.1300, 4.8958, -0.0711], [1.0215, 4.5136, -1.0351], [0.8324, 5.4535, 0.9351], [-0.8595, 3.4433, 0.5900], [0.3844, 2.2039, 0.7822], [0.4502, 1.6620, 2.1369], [1.7049, 1.3759, 2.7392], [1.7997, 1.0105, 4.0763], [0.6468, 0.8937, 4.8607], [0.7430, 0.5581, 6.2550], [0.8365, 0.2614, 7.3833], [-0.6029, 1.0844, 4.2573], [-0.7088, 1.4372, 2.9189], [-1.3686, 3.9141, 1.8553], [-1.7724, 3.1069, -0.4759], [1.3408, 2.6541, 0.4899], [2.6206, 1.4966, 2.1546], [2.7711, 0.8175, 4.5364], [-1.5118, 0.9640, 4.8486], [-1.6982, 1.5488, 2.4723], [-3.6619, 1.4200, -6.5858], [-2.8723, 2.4096, -5.8843], [-2.1409, 2.0319, -4.8036], [-1.2668, 2.9938, -4.2328], [-0.4975, 2.6665, -3.1422], [-0.5790, 1.4123, -2.4852], [0.2681, 1.1075, -1.3384], [0.3842, -0.2296, -0.9305], [1.2775, -0.7102, 0.0061], [1.3569, -2.0066, 0.3863], [2.4091, -2.4477, 1.3060], [3.8345, -2.1791, 0.7997], [4.8696, -2.5730, 1.8279], [5.8496, -3.5208, 1.5167], [6.7097, -3.9837, 2.5154], [6.6253, -3.4579, 3.8128], [5.6960, -2.4484, 4.0990], [4.8295, -1.9926, 3.1001], [2.1195, -3.9417, 1.4381], [2.6995, -4.7444, 2.1673], [1.0773, -4.2294, 0.6006], [0.6192, -5.5832, 0.4075], [0.6100, -3.1235, -0.2224], [-0.9149, -3.0078, -0.0902], [1.0183, -3.3359, -1.6906], [-1.4576, 0.4658, -3.0788], [-2.2182, 0.7540, -4.2046], [-4.0976, 1.9765, -7.4163], [-3.0349, 0.6010, -6.9669], [-4.4571, 1.0115, -5.9461], [-1.2208, 3.9855, -4.6796], [0.2001, 3.4083, -2.7658], [1.1311, 1.7669, -1.2278], [-0.1942, -0.9775, -1.4713], [1.9935, -0.0389, 0.4913], [2.2570, -1.9643, 2.2877], [3.9809, -2.7567, -0.1291], [3.9335, -1.1105, 0.5454], [5.8961, -3.9192, 0.4995], [7.4369, -4.7638, 2.2812], [7.2910, -3.8266, 4.5978], [5.6320, -2.0202, 5.1018], [4.0937, -1.2103, 3.3081], [1.0964, -6.2256, 1.1505], [-0.4682, -5.6338, 0.5259], [0.8648, -5.9475, -0.5991], [-1.1974, -3.1153, 0.9647], [-1.2924, -2.0508, -0.4506], [-1.3828, -3.8085, -0.6776], [2.0610, -3.6809, -1.7362], [0.3620, -4.0908, -2.1432], [0.9337, -2.4082, -2.2631], [-1.5740, -0.5339, -2.6601], [-2.8806, -0.0075, -4.6241]], "lumo_ev": -1.401, "e_tot_ha": -2401.4889, "homo_ev": -7.39, "multiplicity": 1, "largest_force_ev_per_a": 2.394, "charge": 0, "orbital_gap_ev": 5.99}

***

# 2
{"formula": "CH7O2", "method": "ωB97M-V/def2-TZVPD", "symbols": ["O", "H", "H", "H", "C", "O", "H", "H", "H", "H"], "xyz": [[1.0679, -0.5427, 1.4594], [1.7373, -0.3849, 0.7417], [1.3574, -1.2790, 2.0450], [0.3083, -0.7506, 0.7562], [-0.7726, 0.8533, -0.8146], [-0.2353, -0.4419, -0.6284], [-1.4475, 1.1110, 0.0708], [0.0375, 1.5970, -0.8128], [-1.2685, 0.9747, -1.7841], [-0.7845, -1.1370, -1.0333]], "lumo_ev": -4.377, "e_tot_ha": -192.4639, "homo_ev": -16.27, "de_lowest_kcal_mol": 14.4, "multiplicity": 1, "largest_force_ev_per_a": 2.436, "charge": 1, "orbital_gap_ev": 11.89}

***

# 3
{"formula": "C5H11N", "method": "ωB97M-V/def2-TZVPD", "symbols": ["C", "C", "C", "C", "N", "C", "H", "H", "H", "H", "H", "H", "H", "H", "H", "H", "H"], "xyz": [[2.5249, -0.4595, 0.5399], [1.3504, -0.5212, -0.4596], [0.1751, -0.2412, 0.4471], [-0.4344, 1.0537, 0.0809], [-1.4313, 0.2820, -0.6846], [-2.6495, -0.0257, 0.0523], [2.4577, 0.4293, 1.1788], [2.5089, -1.3361, 1.1920], [3.4830, -0.4196, 0.0129], [1.5188, 0.2093, -1.2736], [1.3305, -1.5247, -0.9020], [-1.0548, -0.5162, -1.1867], [0.1049, 1.7644, -0.5635], [-0.9616, 1.5847, 0.8770], [-3.2537, -0.7351, -0.5195], [-3.2277, 0.8988, 0.1638], [-2.4413, -0.4430, 1.0449]], "lumo_ev": 1.051, "e_tot_ha": -251.7155, "homo_ev": -8.08, "de_lowest_kcal_mol": 92.2, "multiplicity": 1, "largest_force_ev_per_a": 0.296, "charge": 0, "orbital_gap_ev": 9.13}

***

# 4
{"formula": "C9H17N2O2S", "method": "ωB97M-V/def2-TZVPD", "symbols": ["C", "C", "C", "C", "C", "C", "C", "C", "C", "N", "N", "O", "O", "S", "H", "H", "H", "H", "H", "H", "H", "H", "H", "H", "H", "H", "H", "H", "H", "H", "H"], "xyz": [[2.0813, 0.0775, 0.3019], [3.6751, -1.4720, -0.4768], [1.6163, 1.3340, 0.2345], [4.5609, 0.5852, 0.3987], [-3.8474, -2.3239, 0.4449], [-3.8036, -0.7141, 0.1044], [-2.3550, -0.0616, 0.1092], [-2.1410, 1.3339, -0.4764], [-0.5861, 1.5968, -0.7990], [3.5488, -0.1960, 0.0488], [0.1262, 1.3466, 0.5052], [1.4028, -0.8251, 0.7842], [4.7166, -1.7369, -0.9679], [6.2062, 0.4027, 0.0366], [2.9011, -2.2430, -0.2826], [1.9861, 2.3139, -0.3248], [4.1395, 1.3090, 1.0256], [-4.1863, -2.8694, -0.4331], [-4.6141, -2.4380, 1.1952], [-2.9921, -2.8240, 0.7798], [-4.3287, -0.6441, -0.7985], [-4.5337, -0.3114, 0.7452], [-2.2127, -0.0040, 1.2680], [-1.5864, -0.7526, -0.3718], [-2.3832, 2.1809, 0.0971], [-2.4372, 1.5441, -1.4701], [-0.3735, 0.8129, -1.5714], [-0.3931, 2.6651, -1.2580], [0.0355, 0.4142, 0.7949], [-0.0208, 2.1539, 1.1932], [5.7987, -0.6547, -0.8370]], "lumo_ev": -4.889, "e_tot_ha": -1010.9194, "homo_ev": -12.05, "de_lowest_kcal_mol": 38.1, "multiplicity": 1, "largest_force_ev_per_a": 5.808, "charge": 1, "orbital_gap_ev": 7.16}

***

# 5
{"formula": "CH2N3O3", "method": "ωB97M-V/def2-TZVPD", "symbols": ["O", "C", "N", "N", "N", "O", "O", "H", "H"], "xyz": [[2.0642, -1.7575, -0.0258], [1.8366, -0.5809, -0.0264], [0.3901, 0.0875, 0.0063], [-0.7971, -0.5698, 0.0315], [-1.7989, 0.2374, 0.0255], [-1.6244, 1.4876, -0.0079], [-2.9362, -0.2587, 0.0549], [2.5454, 0.2491, -0.0414], [0.3202, 1.1054, -0.0166]], "lumo_ev": [3.869, 3.869], "e_tot_ha": -429.2026, "smiles": "O=CNN=[N+]([O-])[O-]", "homo_ev": [-3.20, -3.20], "de_lowest_kcal_mol": 81.9, "multiplicity": 1, "largest_force_ev_per_a": 5.793, "charge": -1, "orbital_gap_ev": [7.07, 7.07]}

***

# 6
{"formula": "CH9N4O", "method": "ωB97M-V/def2-TZVPD", "symbols": ["C", "N", "N", "N", "N", "O", "H", "H", "H", "H", "H", "H", "H", "H", "H"], "xyz": [[1.6446, 0.2897, 0.2052], [2.8428, -0.1109, 0.4016], [-0.8174, -1.1194, 0.0548], [0.5634, -1.2552, -0.4461], [-2.0782, 1.1355, -0.1068], [1.1034, 1.3293, 0.1363], [3.4830, 0.6824, 0.6655], [2.9326, -1.0874, 0.7832], [-1.5109, -1.5692, -0.6384], [-0.7188, -1.6399, 0.9169], [0.5485, -0.8732, -1.4339], [-1.8340, 1.7745, 0.6300], [-1.7256, 1.4136, -1.0139], [-3.1506, 0.9682, -0.2190], [-1.2827, 0.0620, 0.0646]], "lumo_ev": -3.174, "e_tot_ha": -337.4476, "homo_ev": -13.12, "de_lowest_kcal_mol": 38.8, "multiplicity": 1, "largest_force_ev_per_a": 4.663, "charge": 1, "orbital_gap_ev": 9.95}